# C25H52F2N4O5SSi

A cluster of 4 separate species, C25H52F2N4O5SSi in total at a distorted geometry (the ωB97M-V functional and the def2-TZVPD basis, OMol25).

```
! RIJCOSX wB97M-V def2-TZVPD def2/J DEFGRID3
* xyz 0 1
C 5.2303 -2.4551 -0.7621
C 5.7262 -1.7474 -2.1708
C 5.6116 -0.1043 -2.1036
C 4.2519 0.4748 -2.8570
C 3.2642 1.1493 -1.7314
C 1.6932 0.7112 -1.9827
C 1.0497 -0.1541 -0.7040
C -0.4481 -0.6106 -1.1865
C -1.0470 -1.9433 -0.4441
C -2.6493 -1.7334 -0.1254
C -3.6627 -2.5155 -1.1480
Si -3.3926 -2.1525 -3.0173
C -4.1309 -0.4935 -3.6515
C -4.0787 0.7513 -2.5875
C -5.5209 1.1276 -1.8934
S -6.6741 -0.3252 -1.6313
N -4.0744 -3.4638 -4.0622
C -3.3048 -4.7608 -3.9348
O -4.0235 -5.8994 -4.1356
F -1.8356 -4.8649 -3.6485
C -3.9302 -2.9469 -5.4816
O -5.0673 -2.5241 -6.0857
F -2.6790 -2.9117 -6.2767
H 4.1047 -2.7777 -0.8709
H 5.3718 -1.6878 0.1121
H 5.8541 -3.4321 -0.5952
H 5.1057 -2.2372 -3.0440
H 6.8779 -1.9875 -2.3585
H 5.6161 0.2573 -0.9717
H 6.5269 0.4315 -2.6356
H 3.7218 -0.3502 -3.5290
H 4.5822 1.3379 -3.6080
H 3.5184 0.8114 -0.6206
H 3.3097 2.3302 -1.8590
H 1.6183 0.0782 -2.9771
H 1.0078 1.6727 -2.1244
H 1.7586 -1.0261 -0.3773
H 1.0115 0.6345 0.1914
H -1.2286 0.2587 -1.1108
H -0.3541 -0.8905 -2.3430
H -0.8133 -2.9557 -0.9884
H -0.5138 -2.0059 0.6222
H -2.9108 -0.5784 0.0262
H -2.8272 -2.2175 0.9512
H -4.7836 -2.3399 -0.7853
H -3.4708 -3.6756 -0.9949
H -1.9240 -2.1187 -3.2287
H -5.1980 -0.7324 -4.0849
H -3.4693 -0.1636 -4.5881
H -3.2796 0.6436 -1.7397
H -3.7551 1.7124 -3.2170
H -5.3036 1.5833 -0.8168
H -6.0365 1.9827 -2.5128
H -7.6276 0.0029 -0.6206
C -1.9442 1.1172 4.7514
C -2.2891 0.7860 3.3262
O -1.6091 0.0149 2.6535
N -3.3947 1.3696 2.7811
C -4.3134 2.2937 3.4018
H -1.0391 0.5763 5.0433
H -1.7532 2.1890 4.8507
H -2.7581 0.8113 5.4140
H -3.5607 1.0972 1.8187
H -5.3112 1.8492 3.3738
H -4.3144 3.2155 2.8152
H -4.0444 2.5197 4.4344
C -4.3442 3.2445 9.2787
C -4.6891 2.9133 7.8535
O -4.0091 2.1422 7.1808
N -5.7947 3.4969 7.3084
C -6.7134 4.4210 7.9291
H -3.4391 2.7036 9.5706
H -4.1532 4.3163 9.3780
H -5.1581 2.9386 9.9413
H -5.9607 3.2244 6.3459
H -7.7112 3.9764 7.9011
H -6.7144 5.3428 7.3424
H -6.4444 4.6470 8.9617
C 10.0153 -2.0243 -2.5755
C 9.4259 -0.7151 -2.1296
O 8.3403 -0.6504 -1.5579
N 10.1332 0.4245 -2.3766
C 11.4138 0.5558 -3.0291
H 9.3366 -2.8399 -2.3090
H 10.1468 -2.0250 -3.6607
H 10.9721 -2.1935 -2.0746
H 9.6710 1.2646 -2.0469
H 12.1032 1.0335 -2.3287
H 11.2847 1.2006 -3.9018
H 11.8226 -0.4052 -3.3439
*
```

Properties
HOMO level = -9.214 eV
strongest force on any atom = 10.26 eV Å⁻¹
orbital gap = 8.6 eV
lowest unoccupied orbital energy = -0.652 eV
SMILES string = CCCCCCCCCCC[Si@H](CCCS)N(C(=O)F)C(=O)F.CNC(C)=O.CNC(C)=O.CNC(C)=O

=====

# C25H52F4NO11P2S

A cluster of 3 separate species, C25H52F4NO11P2S in total at a distorted geometry (the ωB97M-V functional and the def2-TZVPD basis, OMol25).

```
! RIJCOSX wB97M-V def2-TZVPD def2/J DEFGRID3
* xyz 0 2
C 1.4495 -1.0060 2.9491
C 1.0059 0.4285 2.3705
C -0.5598 0.6146 2.1839
F -0.8186 2.0287 2.2029
C -1.2321 -0.1677 0.9673
S -0.0639 -0.4555 -0.4854
O 1.0246 -1.4585 -0.1449
O -0.7898 -1.0689 -1.6692
C 0.7372 1.1100 -1.1138
F 2.1438 1.0899 -1.0058
F 0.2312 2.2859 -0.5553
F 0.4833 1.1964 -2.5002
C -1.6344 -1.6263 1.4826
C -3.1799 -1.9570 1.6346
C -3.5896 -2.2714 3.1804
C -3.4146 -3.3782 0.8804
N -4.1524 -1.0177 1.0406
O -4.5770 -1.3524 -0.1444
C -3.8103 0.4159 1.1721
C -4.9773 1.2265 0.3768
C -3.8075 1.0059 2.6460
C -2.4754 0.6670 0.3270
H 1.3103 -0.9989 4.0733
H 2.5799 -1.0871 2.7680
H 0.9831 -1.8850 2.4126
H 1.6309 0.7149 1.4525
H 1.3219 1.1885 3.1730
H -1.0479 0.2078 3.1403
H -1.1424 -1.8286 2.4993
H -1.1659 -2.4091 0.7835
H -4.5370 -1.6605 3.3898
H -2.7694 -2.0067 3.9158
H -3.8991 -3.3677 3.2916
H -2.9702 -3.3496 -0.1771
H -4.4988 -3.7020 0.8990
H -2.7791 -4.1548 1.4426
H -4.9409 2.2920 0.7886
H -6.0066 0.7951 0.5704
H -4.6962 1.2184 -0.7254
H -3.1650 0.4220 3.3888
H -3.4826 2.0920 2.6560
H -4.8732 0.9598 3.0740
H -2.7210 0.3012 -0.7353
H -2.2201 1.7742 0.1960
O 5.1690 0.3541 4.7798
P 6.3133 0.8022 3.8647
O 7.4492 1.0035 5.0543
C 8.0932 -0.1545 5.5670
C 9.0340 -0.7746 4.5511
O 5.7746 2.3758 3.8314
C 4.3987 2.6867 4.0318
C 4.1673 3.1010 5.4725
O 7.5313 1.2450 2.7490
C 7.3586 2.3101 1.8124
C 7.9276 3.6068 2.3611
H 7.3461 -0.8807 5.8999
H 8.6605 0.1565 6.4474
H 8.4757 -1.1727 3.6981
H 9.6021 -1.5928 4.9987
H 9.7301 -0.0281 4.1638
H 3.7554 1.8589 3.7333
H 4.1566 3.5280 3.3752
H 4.5373 2.3523 6.1775
H 3.1031 3.2606 5.6656
H 4.7047 4.0259 5.6963
H 6.3119 2.4099 1.5192
H 7.9138 2.0402 0.9097
H 7.5286 3.8605 3.3445
H 7.7200 4.4374 1.6841
H 9.0106 3.5235 2.4920
O -4.6117 0.1494 -4.5685
P -4.0087 -0.1174 -5.9517
O -5.0649 -1.3055 -6.4228
C -6.3585 -0.9152 -6.8593
C -6.3124 -0.2025 -8.1980
O -2.8029 -1.1015 -5.3668
C -2.3218 -0.9775 -4.0277
C -2.9877 -2.0134 -3.1404
O -3.2972 -0.2291 -7.5036
C -1.8984 -0.4524 -7.6864
C -1.6089 -1.9320 -7.8686
H -6.8351 -0.2879 -6.1004
H -6.9550 -1.8259 -6.9512
H -5.7937 0.7569 -8.1088
H -7.3215 -0.0114 -8.5697
H -5.7691 -0.7983 -8.9339
H -2.4544 0.0358 -3.6489
H -1.2456 -1.1662 -4.0523
H -4.0786 -1.9665 -3.2006
H -2.6962 -1.8781 -2.1000
H -2.7070 -3.0232 -3.4527
H -1.3207 -0.0165 -6.8692
H -1.6028 0.0755 -8.5976
H -2.0175 -2.5445 -7.0632
H -0.5337 -2.1122 -7.9223
H -2.0726 -2.3016 -8.7881
*
```

Properties
HOMO level (spin up / spin down) = -8.888 / -9.681 eV
strongest force on any atom = 9.05 eV Å⁻¹
⟨S²⟩ = 0.754
orbital gap (spin up / spin down) = 7.3 / 8.1 eV
lowest unoccupied orbital energy (spin up / spin down) = -1.608 / -1.608 eV

=====

# C25H52N3O6PdS5

A structure of composition C25H52N3O6PdS5 at a distorted geometry (the ωB97M-V functional and the def2-TZVPD basis, OMol25).

```
! RIJCOSX wB97M-V def2-TZVPD def2/J DEFGRID3
* xyz 1 3
Pd -13.9201 2.5617 -9.3921
C -14.4042 -1.6103 -9.6235
C -13.9703 -0.7812 -8.4072
C -13.0657 -1.4839 -7.4821
O -13.4207 0.4504 -8.8866
H -13.7330 -1.4612 -10.4693
H -15.4013 -1.4178 -10.0194
H -14.3386 -2.6726 -9.3884
H -14.9048 -0.5597 -7.8917
H -12.0824 -1.6017 -7.9372
H -13.4943 -2.3093 -6.9137
H -12.8158 -0.7237 -6.7420
C -10.4215 2.4495 -12.3454
S -12.2356 2.5984 -12.5763
O -12.7909 2.9721 -11.2198
C -12.8746 0.8508 -12.8813
H -9.9486 2.1877 -13.2920
H -10.1585 1.7846 -11.5227
H -10.0794 3.4452 -12.0634
H -12.2109 0.5897 -13.7055
H -13.8751 0.6592 -13.2691
H -12.7137 0.2474 -11.9879
C -12.7776 -4.3693 -12.0848
S -12.8969 -3.1170 -13.4221
O -12.0376 -3.4463 -14.6572
C -14.7967 -2.8705 -13.6701
H -13.4415 -5.1787 -12.3886
H -13.0237 -3.9693 -11.1012
H -11.8143 -4.8693 -12.1852
H -14.9272 -2.2465 -14.5542
H -15.3046 -2.4363 -12.8089
H -15.2243 -3.8702 -13.7466
C -11.3798 -3.6074 -4.4328
S -10.8408 -1.9402 -3.7407
O -10.5125 -2.2328 -2.2482
C -12.4336 -1.0011 -3.6825
H -12.2320 -3.6310 -5.1119
H -11.6315 -4.2580 -3.5952
H -10.6015 -4.0069 -5.0830
H -12.1894 -0.0579 -4.1712
H -12.8375 -0.9437 -2.6717
H -13.1550 -1.3503 -4.4212
C -10.8217 2.2461 -6.2715
S -11.4701 3.6931 -7.1664
O -12.2652 3.1223 -8.3918
C -12.7294 4.2489 -5.9082
H -11.5716 1.6247 -5.7818
H -10.1492 2.6069 -5.4933
H -10.1225 1.6270 -6.8336
H -12.4330 4.1335 -4.8656
H -13.6469 3.7337 -6.1924
H -12.8480 5.2716 -6.2659
C -17.5428 0.3711 -10.4617
S -16.8323 1.7024 -11.5626
O -15.7315 2.4514 -10.7809
C -18.2860 2.8098 -11.6510
H -17.0563 -0.5181 -10.8626
H -18.5717 0.0115 -10.4774
H -17.1252 0.4317 -9.4567
H -18.0325 3.6616 -12.2820
H -18.5651 3.1795 -10.6644
H -19.0515 2.1605 -12.0759
N -14.4472 -6.4012 -8.9620
C -14.8797 -5.2108 -8.5422
C -16.0457 -4.9390 -9.3113
C -16.3389 -6.0735 -10.2078
C -15.3114 -6.9296 -9.8757
H -13.6709 -6.9591 -8.6361
H -14.5043 -4.6182 -7.7210
H -16.6318 -4.0355 -9.2304
H -17.2209 -6.0577 -10.8308
H -15.1818 -7.9051 -10.3209
N -10.5443 -0.7300 -9.6226
C -10.4313 -1.2462 -10.8819
C -9.2260 -1.9433 -11.0151
C -8.6127 -1.8774 -9.7724
C -9.4601 -1.2255 -8.8882
H -11.2923 -0.1146 -9.3364
H -11.1375 -1.0394 -11.6724
H -8.9628 -2.3941 -11.9605
H -7.6765 -2.3315 -9.4831
H -9.4445 -1.0457 -7.8234
N -15.9395 0.0083 -4.8182
C -16.7945 0.0637 -3.7595
C -16.1339 0.9075 -2.8731
C -14.9655 1.4358 -3.4186
C -14.9162 0.9461 -4.7020
H -15.8992 -0.6670 -5.5682
H -17.6453 -0.5580 -3.5224
H -16.3900 1.0604 -1.8351
H -14.2471 1.9325 -2.7832
H -14.1027 0.9941 -5.4107
*
```

Properties
HOMO level (spin up / spin down) = -10.122 / -10.121 eV
strongest force on any atom = 4.10 eV Å⁻¹
⟨S²⟩ = 2.011
orbital gap (spin up / spin down) = 7.8 / 5.2 eV
lowest unoccupied orbital energy (spin up / spin down) = -2.324 / -4.901 eV

=====

# C25H52NO17S

A cluster of 6 separate species, C25H52NO17S in total at a distorted geometry (the ωB97M-V functional and the def2-TZVPD basis, OMol25).

```
! RIJCOSX wB97M-V def2-TZVPD def2/J DEFGRID3
* xyz 1 1
O -1.4213 1.8298 1.2014
O -0.6456 0.9003 0.4456
C 0.7200 1.1923 0.6945
N 1.4290 1.6303 -0.5406
C 1.1281 3.0419 -0.9919
C 0.8572 2.8778 -2.5362
C 1.9223 1.7305 -2.8273
S 3.6922 2.2151 -2.7134
C 1.4483 0.7086 -1.7163
H -1.8466 2.3932 0.5370
H 1.2615 0.3382 1.1504
H 0.7616 2.0028 1.4460
H 2.4200 1.6651 -0.2699
H 0.2821 3.3861 -0.3723
H 2.0155 3.6709 -0.8024
H 1.0492 3.7606 -3.1593
H -0.1789 2.4912 -2.5695
H 1.8069 1.4131 -3.8753
H 3.7156 3.5453 -2.3452
H 0.4367 0.4184 -2.0454
H 2.1809 -0.1126 -1.6377
C -2.8036 9.0866 -5.5071
C -1.6739 8.5848 -4.6303
O -1.9291 7.2543 -4.1500
C -1.7570 6.2823 -5.0415
O -1.4018 6.4129 -6.1786
O -2.0628 5.1202 -4.4504
C -2.0122 3.9983 -5.3302
H -3.7564 9.0156 -4.9798
H -2.6330 10.1240 -5.7950
H -2.8943 8.4909 -6.4154
H -1.5922 9.2157 -3.7460
H -0.7137 8.6236 -5.1471
H -1.0468 3.9324 -5.8320
H -2.8177 4.0581 -6.0615
H -2.1539 3.1021 -4.7281
C -2.2312 -2.1440 1.7175
C -1.0959 -2.2827 0.7232
O 0.1293 -2.6510 1.3725
C 0.2160 -3.9301 1.7513
O -0.6219 -4.7718 1.5865
O 1.3869 -4.0987 2.3624
C 1.5726 -5.4065 2.9121
H -1.9579 -1.4483 2.5143
H -3.1335 -1.7822 1.2227
H -2.4609 -3.0983 2.1908
H -0.9123 -1.3195 0.2504
H -1.3383 -2.9933 -0.0692
H 1.4207 -6.1776 2.1580
H 0.8965 -5.5575 3.7529
H 2.5972 -5.4660 3.2715
C -2.3694 2.0663 4.0166
C -3.3864 1.2489 4.7887
O -3.2785 1.4705 6.1980
C -3.7774 2.6297 6.6300
O -4.3017 3.4705 5.9516
O -3.5775 2.6999 7.9449
C -3.9815 3.9404 8.5262
H -1.3603 1.8712 4.3887
H -2.4074 1.8269 2.9503
H -2.5525 3.1358 4.1340
H -3.1949 0.1873 4.6329
H -4.4042 1.4486 4.4499
H -5.0178 4.1717 8.2844
H -3.3238 4.7426 8.1906
H -3.8885 3.8396 9.6050
C 6.2839 1.7150 -5.2631
C 5.2648 0.7197 -5.7809
O 5.8159 -0.1178 -6.7986
C 6.6320 -1.0787 -6.3605
O 6.9174 -1.2944 -5.2138
O 7.0853 -1.7475 -7.4178
C 8.0508 -2.7514 -7.0984
H 6.7056 2.2947 -6.0856
H 5.8255 2.3965 -4.5480
H 7.1150 1.2114 -4.7693
H 4.4360 1.2565 -6.2439
H 4.8486 0.1115 -4.9740
H 7.6709 -3.4402 -6.3453
H 8.9754 -2.2857 -6.7573
H 8.2547 -3.3080 -8.0100
C -1.5000 -7.3370 2.9736
C -2.8121 -8.0669 3.1781
O -2.7213 -9.0351 4.2319
C -2.7294 -8.5359 5.4666
O -2.8150 -7.3745 5.7623
O -2.6094 -9.5515 6.3226
C -2.5081 -9.1475 7.6877
H -0.6893 -8.0507 2.8083
H -1.5623 -6.6680 2.1221
H -1.2350 -6.7480 3.8519
H -3.0629 -8.6233 2.2755
H -3.6326 -7.3736 3.3704
H -3.3390 -8.5036 7.9725
H -1.5578 -8.6411 7.8585
H -2.5393 -10.0481 8.2967
*
```

Properties
HOMO level = -11.921 eV
strongest force on any atom = 2.66 eV Å⁻¹
orbital gap = 9.0 eV
lowest unoccupied orbital energy = -2.971 eV

=====

# C25H53ClN2O4S

A cluster of 2 separate species, C25H53ClN2O4S in total (the ωB97M-V functional and the def2-TZVPD basis, OMol25).

```
! RIJCOSX wB97M-V def2-TZVPD def2/J DEFGRID3
* xyz 0 1
C 0.6242 3.4016 -0.4822
O 0.5205 2.6683 0.7102
C -0.1658 1.4337 0.6107
C 0.4970 0.3766 1.5008
C 2.0037 0.5530 1.6832
C 2.7628 0.4609 0.3583
C 4.2538 0.1464 0.4917
C 4.5486 -1.2307 1.1201
C 5.4487 -2.1303 0.2642
C 4.9306 -2.3866 -1.1616
C 3.4439 -2.8009 -1.2372
C 3.1696 -4.1812 -1.8789
C 2.3016 -4.0479 -3.1255
N 2.6071 -5.1219 -4.1396
C 1.4620 -5.4958 -5.0494
C 0.8687 -4.3370 -5.8519
C 1.8429 -3.7230 -6.8861
C 2.3863 -2.2908 -6.7098
S 1.2145 -0.9960 -6.2924
O 0.8711 -1.1083 -4.9016
O 1.6973 0.2196 -6.8661
Cl -0.5391 -1.5927 -7.4152
H 0.7648 2.7383 -1.3463
H 1.4891 4.0626 -0.4000
H -0.2710 4.0133 -0.6541
H -0.2024 1.1082 -0.4385
H -1.1981 1.5742 0.9529
H -0.0004 0.3538 2.4739
H 0.3238 -0.6049 1.0378
H 2.3588 -0.2241 2.3716
H 2.2088 1.5166 2.1587
H 2.6399 1.4058 -0.1832
H 2.2944 -0.3167 -0.2638
H 4.7415 0.9291 1.0815
H 4.6998 0.2039 -0.5073
H 3.6038 -1.7495 1.3195
H 5.0132 -1.1077 2.1025
H 5.5922 -3.0917 0.7727
H 6.4399 -1.6701 0.1891
H 5.0873 -1.4880 -1.7643
H 5.5517 -3.1667 -1.6189
H 3.0128 -2.7931 -0.2347
H 2.8840 -2.0446 -1.7969
H 2.6619 -4.8330 -1.1611
H 4.1169 -4.6715 -2.1364
H 2.4413 -3.0904 -3.6176
H 1.2353 -4.1411 -2.9079
H 2.8925 -5.9497 -3.6151
H 3.4119 -4.8387 -4.7062
H 0.7219 -5.9584 -4.3925
H 1.8491 -6.2640 -5.7228
H 0.4250 -3.5896 -5.1958
H 0.0314 -4.7765 -6.3995
H 2.7282 -4.3698 -6.9479
H 1.3855 -3.7778 -7.8749
H 3.1604 -2.2105 -5.9299
H 2.8293 -1.9449 -7.6443
C -3.7959 3.0229 1.8285
C -3.5852 3.3892 3.3055
C -4.2325 4.7512 3.5907
C -5.7652 4.7341 3.6174
C -6.3323 3.3805 4.0742
C -5.3666 2.5471 4.9144
N -4.1531 2.3045 4.1364
O -3.2582 1.5077 4.7628
C -6.0023 1.1815 5.1799
C -5.0771 3.2050 6.2763
C -2.0909 3.5094 3.5698
H -3.3487 2.0459 1.6380
H -3.3276 3.7598 1.1652
H -4.8561 2.9631 1.5756
H -3.8515 5.1089 4.5483
H -3.8744 5.4643 2.8413
H -6.1107 5.5285 4.2834
H -6.1646 4.9769 2.6299
H -7.2510 3.5318 4.6478
H -6.6071 2.7773 3.2043
H -6.1372 0.6492 4.2370
H -6.9763 1.3062 5.6640
H -5.3541 0.5863 5.8190
H -6.0027 3.3086 6.8507
H -4.6306 4.1930 6.1734
H -4.3820 2.5739 6.8293
H -1.6763 4.2920 2.9244
H -1.5720 2.5770 3.3626
H -1.8924 3.7742 4.6081
*
```

Properties
HOMO level = -2.799 eV
strongest force on any atom = 0.88 eV Å⁻¹
orbital gap = 1.1 eV
lowest unoccupied orbital energy = -1.723 eV